67
Properties=species:S:1:pos:R:3:nbo_charge:R:1 method="wB97M-V/def2-TZVPD" largest_force_ha_per_bohr=0.0658 homo_energy_ev=-5.1246 total_energy_ha=-2304.61726
H -0.440 -6.181 0.173 0.19
C 4.925 1.997 -1.835 -0.20
H 1.515 0.573 2.330 0.26
C -0.451 3.894 -0.275 -0.23
F -1.101 1.748 -4.910 -0.32
C -2.678 -4.550 -0.483 -0.32
N 0.133 -0.921 2.925 -0.28
H -5.421 -0.292 0.468 0.20
C 4.342 -0.014 0.031 -0.20
C 0.078 -5.230 -0.020 -0.25
H 2.915 1.651 -2.573 0.24
N -1.506 -2.054 2.036 -0.27
C -3.653 -2.328 0.945 0.33
C 5.602 0.586 0.024 -0.23
H 2.230 -1.312 0.951 0.19
C -0.300 -1.482 1.768 0.35
H 1.440 6.248 1.291 0.20
C -2.343 -2.761 1.110 0.07
O -2.437 3.038 -2.658 -0.94
H -0.626 -0.866 4.948 0.24
H -6.066 -1.344 1.782 0.18
C -1.366 0.926 -3.862 0.73
C 2.025 5.207 -0.519 -0.20
C -5.274 -0.634 1.503 -0.25
C 3.674 1.391 -1.835 -0.18
H -5.523 -2.669 -0.097 0.23
C 0.107 2.508 -2.245 -0.87
H 0.098 -5.030 -1.101 0.20
H -1.432 3.424 -0.196 0.20
C 1.342 -0.143 3.143 -0.42
F -2.499 0.253 -4.092 -0.32
H -0.790 5.101 1.451 0.20
H 2.269 4.028 -2.339 0.19
C -1.841 -3.857 0.412 0.34
C -0.088 4.858 0.649 -0.22
C 1.958 -0.037 -0.762 -0.07
H 6.877 2.081 -0.892 0.22
C 1.154 5.507 0.544 -0.32
H 2.985 5.721 -0.617 0.20
O -1.853 1.057 -1.233 -0.96
C 1.545 -0.859 0.233 -0.40
C -4.497 -3.015 0.049 -0.31
H 5.148 2.765 -2.576 0.22
O -3.968 -1.227 1.667 -0.50
C 0.431 3.547 -1.337 -0.02
H 1.090 -5.259 0.382 0.20
C -3.997 -4.122 -0.635 -0.15
F -0.336 0.045 -3.742 -0.33
H -2.707 -2.268 3.806 0.25
C -1.793 -1.894 3.385 -0.01
H 1.206 0.408 4.081 0.23
H -2.291 -5.401 -1.045 0.23
S -1.537 1.959 -2.315 2.09
O -0.648 -1.381 -0.545 -0.47
C 3.328 0.430 -0.858 -0.03
C 1.658 4.260 -1.464 -0.27
H -5.263 0.214 2.188 0.21
C -0.776 -1.209 3.938 -0.05
H 6.361 0.249 0.732 0.21
C 5.893 1.606 -0.894 -0.19
O -0.549 -4.136 0.676 -0.51
H -4.657 -4.669 -1.307 0.23
H 0.619 2.429 -3.204 0.22
H 4.137 -0.829 0.726 0.19
C 0.142 -1.245 0.397 0.53
H 1.254 0.301 -1.526 0.27
H 2.225 -0.790 3.246 0.22



13
Properties=species:S:1:pos:R:3:nbo_charge:R:1 method="wB97M-V/def2-TZVPD" largest_force_ha_per_bohr=0.0793 homo_energy_ev=-9.7643 total_energy_ha=-394.84618
H -0.870 -0.907 2.244 0.21
C -0.141 1.498 -1.385 0.02
C 0.171 -0.912 1.809 -0.43
N 0.253 1.307 0.788 0.07
H -0.244 -0.244 -2.608 0.24
C -0.010 0.189 -1.680 -0.30
H 0.916 -0.652 2.492 0.22
H -0.448 2.255 -2.060 0.21
C 0.019 -0.705 -0.654 0.56
N 0.212 -0.041 0.542 -0.20
H 0.193 -1.924 1.369 0.27
N -0.080 2.073 -0.208 -0.24
O 0.029 -1.937 -0.649 -0.63



84
Properties=species:S:1:pos:R:3:lowdin_charge:R:1 method="wB97M-V/def2-TZVPD" largest_force_ha_per_bohr=0.0533 homo_energy_ev=-7.3106 total_energy_ha=-3735.91005
C 0.499 -3.296 4.797 -0.03
H -6.372 -1.906 -0.024 0.10
H -3.334 -0.990 -1.894 0.10
O -1.117 -1.945 0.386 -0.15
C -3.220 -0.068 4.794 -0.09
C 3.704 1.699 -4.410 -0.14
H 2.829 1.101 -7.179 0.09
C 1.780 -5.352 4.626 -0.09
H 2.479 5.426 -0.983 0.09
C -2.898 1.162 -0.308 -0.27
H 3.676 3.920 -2.458 0.11
C 2.486 4.378 -0.737 -0.08
C -1.754 3.222 -1.843 -0.06
H 7.574 1.472 -4.940 0.10
C 3.153 3.501 -1.603 -0.03
H -4.907 -0.748 5.982 0.10
H -3.402 0.967 5.025 0.10
C 1.793 3.891 0.381 -0.11
C -4.111 -1.533 -1.336 0.02
C -1.368 -2.658 1.496 -0.52
H -6.178 -0.619 1.226 0.11
N -4.721 -0.586 -0.320 -0.18
C 1.502 -5.380 3.268 -0.08
H 1.177 4.601 0.924 0.10
C -0.733 -2.180 2.851 -0.31
C -3.697 0.187 0.566 -0.06
C -3.842 -2.366 5.061 -0.08
C -2.753 -2.767 4.286 -0.01
H 0.897 -1.212 2.204 0.08
H 1.822 2.571 -3.732 0.07
H 1.648 1.549 -5.153 0.07
H 0.012 2.003 -1.876 0.08
C 2.567 1.614 -0.154 -0.06
H -1.260 4.029 -2.368 0.10
C 5.645 1.742 -5.888 -0.05
H 6.010 1.896 -6.906 0.10
C 1.841 2.532 0.664 -0.05
H -4.361 0.646 1.304 0.13
H 2.600 2.770 -6.662 0.08
C -1.019 2.073 -1.540 -0.11
H 2.357 -6.135 5.111 0.10
C 2.603 0.093 0.100 -0.47
H -3.656 -2.379 -0.792 0.11
C -4.081 -1.020 5.315 -0.11
C 0.120 -3.356 3.449 -0.11
H -4.877 -1.887 -2.036 0.10
C 5.978 1.471 -3.499 -0.02
C -3.098 3.313 -1.418 -0.08
H 0.079 -2.529 5.419 0.11
H -3.650 4.212 -1.650 0.10
H -3.050 -0.547 1.058 0.11
H 1.601 -4.127 6.407 0.10
C -3.653 2.276 -0.702 -0.08
H 1.955 0.815 -3.523 0.08
O 0.077 -0.995 2.700 -0.05
O -2.052 -3.693 1.550 0.03
H -4.715 2.255 -0.422 0.11
O 3.562 -0.629 -0.264 0.03
C 0.692 -4.394 2.663 0.00
H 0.444 -4.501 1.598 0.12
H -2.658 -3.787 3.998 0.11
C 6.492 1.556 -4.783 -0.09
Zn -0.306 -0.138 0.158 0.85
C 2.186 1.649 -4.190 -0.03
C -1.559 1.091 -0.677 -0.17
O 1.536 -0.337 0.771 -0.18
H -4.465 -3.126 5.522 0.10
H -1.474 0.300 3.597 0.11
H -5.008 -2.023 1.197 0.13
C 1.313 -4.263 5.369 -0.08
C 4.253 1.786 -5.716 -0.24
N 4.121 1.321 -2.033 0.08
H 6.606 1.398 -2.630 0.11
C -2.148 -0.432 3.993 -0.03
H 4.268 0.400 -1.572 0.13
H 1.876 -6.196 2.667 0.10
C 3.365 2.020 -6.905 -0.07
C 4.583 1.528 -3.323 -0.23
C -5.644 -1.340 0.574 -0.01
C -1.885 -1.785 3.759 -0.15
H 3.949 2.354 -7.781 0.08
H 1.331 2.185 1.556 0.11
H -5.284 0.116 -0.844 0.17
C 3.270 2.135 -1.297 -0.20



10
Properties=species:S:1:pos:R:3:nbo_charge:R:1 method="wB97M-V/def2-TZVPD" largest_force_ha_per_bohr=0.0891 charge=+2 homo_energy_ev="-15.9228 / -20.3414" spin_multiplicity=7 s2=12.02 total_energy_ha=-330.82753
C 0.098 -0.508 -2.685 -0.72
Li -0.083 -1.074 -0.495 0.95
H 1.138 -1.034 -3.269 0.37
H -0.418 0.454 -2.759 0.35
O -0.819 -2.650 -3.525 -0.58
C -2.077 -2.036 -0.466 -0.75
C -2.098 -1.395 0.583 -0.06
C -0.319 -1.572 -3.372 0.69
Ru -2.171 -3.447 -1.979 1.45
H -2.165 -0.791 1.476 0.30



60
Properties=species:S:1:pos:R:3:nbo_charge:R:1 method="wB97M-V/def2-TZVPD" largest_force_ha_per_bohr=0.0442 charge=+2 homo_energy_ev="-13.3434 / -13.3234" spin_multiplicity=3 s2=2.01 total_energy_ha=-1875.11591
C 7.960 10.879 3.961 -0.25
N 11.646 5.345 7.485 -0.77
H 8.398 8.387 4.794 0.44
S 6.496 7.968 6.489 2.40
H 13.428 12.390 6.894 0.23
H 7.582 10.077 3.298 0.22
H 14.197 5.182 3.769 0.40
O 16.280 5.952 6.146 -0.64
N 16.018 4.419 4.010 -0.41
H 14.228 8.395 4.479 0.27
H 8.173 11.759 3.377 0.21
N 15.041 5.248 4.284 -0.33
H 16.029 3.976 3.109 0.41
H 6.819 10.079 6.292 0.52
C 14.394 10.078 7.610 -0.24
C 15.209 10.094 5.302 -0.25
H 13.623 9.845 3.805 0.22
C 8.021 5.825 6.916 -0.11
H 9.023 9.002 7.679 0.25
Pd 11.007 8.210 5.519 0.72
H 11.792 4.365 7.292 0.41
N 9.316 8.827 4.527 -0.85
H 6.898 12.090 5.212 0.39
H 11.139 7.736 8.145 0.21
C 13.968 9.413 4.707 -0.26
H 15.923 9.391 5.756 0.24
O 6.586 9.457 7.042 -0.92
N 6.898 11.118 4.976 -0.84
H 15.261 9.528 7.873 0.24
C 15.196 6.116 5.632 0.90
H 9.232 10.504 5.758 0.20
H 9.375 8.670 3.534 0.39
H 14.053 10.706 8.397 0.23
C 13.339 9.112 7.075 -0.29
H 12.041 11.119 4.789 0.23
O 5.369 7.249 7.020 -0.86
H 15.763 10.691 4.594 0.25
C 9.215 5.167 7.055 -0.26
H 12.453 9.160 7.718 0.22
C 7.970 7.207 7.049 -0.42
C 13.633 11.768 6.081 -0.26
O 6.678 8.098 5.066 -0.99
H 15.536 11.582 6.722 0.45
C 10.396 5.876 7.375 0.21
N 14.795 10.962 6.460 -0.32
H 12.389 5.907 7.811 0.40
H 9.269 4.122 6.865 0.23
H 11.637 10.992 6.402 0.23
H 16.789 4.403 4.659 0.44
C 9.181 10.296 4.690 -0.24
C 12.468 10.835 5.730 -0.25
C 10.311 7.260 7.600 -0.37
H 10.052 10.748 4.250 0.18
H 7.138 5.280 6.676 0.26
N 12.911 9.448 5.720 -0.49
H 5.995 10.889 4.562 0.40
O 14.192 6.808 5.744 -0.76
H 13.706 8.124 7.111 0.28
C 9.076 7.939 7.417 -0.18
H 13.868 12.406 5.219 0.24



30
Properties=species:S:1:pos:R:3:nbo_charge:R:1 method="wB97M-V/def2-TZVPD" largest_force_ha_per_bohr=0.0723 charge=+1 homo_energy_ev=-14.6448 total_energy_ha=-2397.63817
C -0.557 -4.598 -1.798 0.81
O -1.218 2.311 -2.708 -0.89
H 0.741 -1.593 1.839 0.23
Al 0.403 0.164 -2.079 1.74
F -1.776 -4.153 -1.552 -0.28
S -2.171 2.247 -1.557 2.26
H 1.178 1.901 3.411 0.24
O -1.652 1.207 -0.670 -0.99
C -2.011 3.898 -0.625 0.79
C 0.206 1.204 1.620 -0.09
C 2.068 0.050 2.618 -0.45
O 0.009 -2.173 -3.047 -0.92
H 3.150 0.094 2.532 0.24
S 0.605 -3.132 -2.059 2.25
F -2.745 3.795 0.455 -0.28
F -0.116 -5.330 -0.804 -0.27
H 2.127 2.163 1.996 0.22
O -3.525 2.123 -1.975 -0.84
O 0.646 0.196 0.711 -0.49
O 1.822 -3.716 -2.513 -0.86
F -0.568 -5.308 -2.902 -0.27
H -0.134 2.126 1.151 0.22
H 2.035 -1.276 0.817 0.23
F -0.737 4.111 -0.325 -0.30
C 1.448 1.446 2.456 -0.43
C 1.370 -0.757 1.519 -0.09
H 1.811 -0.400 3.576 0.24
O 0.671 -2.338 -0.845 -0.97
F -2.407 4.861 -1.424 -0.27
H -0.677 0.877 2.181 0.22